{
  "formula": "C30H45NO3P2STi",
  "method": "ωB97M-V/def2-TZVPD",
  "e_lumo_ev": [-3.134, -3.357],
  "homo_lumo_gap_ev": [6.23, 7.18],
  "s_squared": 0.767,
  "total_charge": 1,
  "multiplicity": 2,
  "species": ["Ti", "C", "C", "C", "C", "C", "C", "H", "H", "H", "C", "H", "H", "H", "C", "H", "H", "H", "C", "H", "H", "H", "C", "H", "H", "H", "C", "C", "C", "C", "C", "C", "C", "C", "H", "H", "H", "H", "H", "H", "H", "H", "H", "H", "H", "H", "P", "C", "C", "P", "C", "C", "C", "H", "H", "H", "H", "H", "H", "H", "H", "H", "H", "H", "H", "H", "H", "O", "S", "O", "N", "C", "O", "C", "C", "C", "C", "C", "C", "H", "H", "H", "H"],
  "positions_angstrom": [[0.392, -0.016, -0.386], [1.692, -0.514, -2.429], [1.097, 0.815, -2.443], [3.073, 0.890, -1.209], [2.902, -0.440, -1.664], [1.934, 1.660, -1.609], [1.328, -1.660, -3.311], [0.323, -1.552, -3.728], [1.371, -2.608, -2.754], [2.035, -1.740, -4.156], [3.887, -1.539, -1.496], [3.462, -2.490, -1.834], [4.180, -1.653, -0.442], [4.800, -1.347, -2.079], [4.291, 1.443, -0.588], [4.907, 1.986, -1.323], [4.905, 0.633, -0.168], [4.049, 2.128, 0.229], [1.819, 3.137, -1.496], [2.572, 3.650, -2.119], [1.976, 3.460, -0.457], [0.835, 3.491, -1.820], [0.121, 1.336, -3.442], [0.618, 1.982, -4.190], [-0.654, 1.942, -2.957], [-0.357, 0.520, -3.993], [-3.406, -1.507, 1.051], [-3.727, -1.671, -0.256], [-4.960, -1.049, -0.865], [-5.163, 0.466, -0.584], [-3.946, 1.243, -0.237], [-3.600, 1.505, 1.054], [-4.056, 0.710, 2.239], [-4.320, -0.785, 2.015], [-5.857, -1.550, -0.461], [-5.906, 0.588, 0.218], [-4.962, -1.234, -1.950], [-5.377, -0.933, 1.720], [-2.594, -2.098, 1.505], [-3.420, -2.557, -0.826], [-4.216, -1.262, 3.003], [-3.331, 0.866, 3.062], [-3.168, 2.473, 1.341], [-5.011, 1.152, 2.593], [-5.601, 0.903, -1.488], [-3.507, 1.793, -1.068], [-1.216, -1.540, -1.176], [-1.100, -3.190, -0.403], [-2.254, -1.190, -2.625], [-0.787, 1.909, 0.415], [-1.520, 0.254, 0.222], [-1.622, 3.196, -0.589], [-0.913, 2.207, 2.212], [-0.185, -3.213, 0.215], [-0.970, -3.895, -1.237], [-1.951, -3.501, 0.214], [-3.117, -0.555, -2.383], [-2.597, -2.144, -3.052], [-1.639, -0.659, -3.363], [-1.826, 1.778, 2.641], [-0.901, 3.296, 2.367], [-0.034, 1.758, 2.691], [-1.579, -0.277, 1.170], [-2.422, 0.179, -0.422], [-0.905, 4.024, -0.705], [-2.528, 3.591, -0.109], [-1.868, 2.818, -1.592], [2.216, 1.528, 4.177], [2.931, 1.191, 2.970], [3.797, 2.176, 2.352], [1.878, 0.545, 1.769], [2.037, -0.763, 1.632], [1.341, -1.414, 0.735], [3.116, -1.346, 2.429], [3.706, -2.609, 2.271], [4.891, -2.860, 2.959], [5.497, -1.872, 3.763], [4.942, -0.588, 3.852], [3.761, -0.352, 3.150], [3.217, -3.344, 1.625], [5.368, -3.834, 2.879], [6.413, -2.088, 4.310], [5.391, 0.219, 4.436]],
  "lowdin_charge": [0.71, -0.29, -0.34, -0.21, -0.21, -0.26, -0.06, 0.05, 0.08, 0.10, -0.01, 0.08, 0.08, 0.10, -0.02, 0.11, 0.09, 0.06, -0.04, 0.10, 0.09, 0.05, -0.03, 0.11, 0.06, 0.06, -0.13, -0.23, -0.17, -0.16, -0.17, -0.19, -0.17, -0.15, 0.13, 0.12, 0.10, 0.12, 0.11, 0.09, 0.12, 0.11, 0.08, 0.14, 0.12, 0.09, 0.94, -0.25, -0.23, 0.90, -0.52, -0.22, -0.21, 0.04, 0.06, 0.04, 0.04, 0.08, 0.01, 0.02, 0.07, 0.02, 0.07, -0.01, 0.05, 0.06, 0.04, -0.28, 0.71, -0.29, -0.03, -0.46, -0.14, -0.14, 0.00, -0.04, -0.03, -0.01, -0.22, 0.13, 0.11, 0.12, 0.13]
}